DFT (ωB97M-V with the def2-TZVPD basis set) results for 10 unconnected molecules or ions with the total composition C17H53NO12S.

XYZ file:
```
84
C17H53NO12S ωB97M-V with the def2-TZVPD basis set
O 1.76 0.75 1.77
H 2.06 0.44 -3.84
C -1.33 -1.68 0.27
H 6.55 -7.23 -0.33
H 0.46 0.21 5.65
H -5.15 3.05 1.14
C -0.49 0.21 5.11
N -0.98 -0.31 -1.87
H -1.21 -0.38 5.68
C 1.10 -1.79 1.08
H -2.38 1.14 -2.64
H -3.17 2.86 8.18
H 2.32 -6.05 0.08
H -3.68 3.37 -5.11
H 0.01 -0.58 -1.94
H -0.94 1.89 -1.84
C 1.76 3.80 -5.84
H 1.16 3.65 -6.74
H 4.20 3.13 -1.62
H 0.42 -2.47 -0.97
C 5.56 -8.68 0.51
H 6.10 -9.47 -0.02
H 0.07 0.14 -5.72
H -5.19 3.74 -4.25
H -4.28 0.55 3.98
H 0.32 0.17 3.35
H 2.84 2.70 -4.66
H 3.28 -3.70 -1.19
C 0.03 -2.50 0.09
O -0.32 -0.37 3.83
O 5.09 2.46 0.12
O 2.31 2.55 -5.45
O -1.98 1.22 7.77
H -0.11 -3.57 0.43
H -3.44 2.60 1.33
H -5.47 0.64 6.56
O 5.62 -7.47 -0.24
C -4.12 3.40 1.04
C 5.06 2.54 -1.30
O 2.12 0.22 -0.58
C 1.48 -0.48 -4.16
H 5.00 1.53 -1.72
H -3.13 2.33 6.48
H -3.69 4.61 -3.83
H -1.35 1.66 -4.60
C -4.83 0.17 5.80
H 3.85 -5.23 0.43
O -4.85 0.97 4.63
H 4.27 2.03 0.40
H -0.73 -0.98 -4.50
H 1.12 4.19 -5.05
H -2.26 0.22 -0.30
C 3.11 -5.44 -0.34
H -3.81 0.10 6.19
O -3.79 2.65 -3.20
H 2.56 4.51 -6.06
H 2.07 -0.97 -4.99
H -4.46 4.47 -0.54
C -0.56 1.22 -3.91
H 2.13 -2.26 0.99
H 1.46 -1.22 -3.29
H -1.64 -1.66 1.36
H 6.00 -8.52 1.50
O 2.55 -4.22 -0.82
H 0.29 1.96 -3.85
H -5.21 -0.83 5.58
C -2.53 2.47 7.38
H 0.77 -1.94 2.16
O -3.85 3.76 -0.31
H 4.52 -8.97 0.62
H -4.17 2.92 -2.36
H -1.73 3.18 7.17
C -1.25 1.01 -2.49
C -4.11 3.65 -4.15
H -1.45 1.37 8.56
O -0.32 0.67 0.29
S 1.17 -0.02 0.59
C -1.22 -0.24 -0.40
H 5.98 3.02 -1.64
H -2.12 -2.26 -0.32
H 3.58 -5.98 -1.17
C -0.01 -0.10 -4.61
H -0.86 1.23 5.01
H -3.95 4.26 1.70
```

Calculated values
LUMO: 0.48 eV
SMILES: CCCCN[C@H]1CCCS(=O)(=O)O1.CO.CO.CO.CO.CO.CO.CO.CO.CO
F_max: 7.16 eV Å⁻¹
HOMO: -0.33463 Ha

Mulliken atomic charge list, values in e, 6 entries:
1. O -0.780
2. H 0.036
3. C -0.783
4. H 0.269
5. H 0.303
6. H 0.304